Entry 1:
{
  "formula": "C8H13N2O2",
  "method": "ωB97M-V with the def2-TZVPD basis set",
  "de_lowest_ev": 2.721,
  "homo_energy_ev": -13.4967,
  "charge": 1,
  "lumo_ev": -4.299,
  "symbols": ["C", "C", "C", "C", "C", "C", "C", "C", "N", "N", "O", "O", "H", "H", "H", "H", "H", "H", "H", "H", "H", "H", "H", "H", "H"],
  "xyz": [[1.048886, -0.907235, -1.515926], [-1.110418, -0.858891, 1.425070], [-1.000277, 2.233746, 0.973099], [-1.343734, 1.149721, -0.057476], [0.440883, 2.650481, 0.960719], [0.238447, -0.572540, -0.539196], [0.550165, -1.872575, -2.560703], [-0.219954, -1.972531, 1.822952], [-0.655343, -0.114341, 0.215725], [1.285961, 1.940035, 0.362050], [2.307438, -0.486218, -1.545704], [-2.133448, -0.517259, 1.916979], [-1.613303, 3.109329, 0.757310], [-1.265793, 1.910437, 1.983240], [-2.416904, 0.952853, -0.021337], [-1.051385, 1.487311, -1.051849], [0.653562, 3.572752, 1.510879], [-0.127872, -2.609131, -2.141127], [1.397008, -2.396842, -2.999437], [0.026436, -1.335035, -3.350706], [0.824394, -1.757860, 1.617824], [-0.501873, -2.877264, 1.282211], [-0.365727, -2.172243, 2.883061], [2.789639, -0.839525, -2.306970], [2.243213, 2.282827, 0.379314]],
  "forces_ev_per_a": [[-0.14, -0.44, -0.24], [0.00, -0.14, 0.07], [0.03, -0.27, -0.12], [-0.53, 1.00, 0.05], [-0.31, 0.15, 0.26], [0.19, 0.37, 0.32], [-0.14, 0.20, -0.12], [0.10, -0.34, 0.37], [0.01, -0.41, -0.29], [0.46, -0.35, -0.50], [0.28, 0.28, 0.12], [0.09, 0.07, -0.02], [-0.13, -0.02, 0.00], [-0.09, 0.07, -0.02], [0.14, -0.02, -0.09], [-0.01, -0.20, 0.07], [0.21, -0.05, -0.07], [-0.04, -0.03, 0.03], [0.04, -0.07, 0.03], [0.05, 0.03, -0.05], [0.05, 0.01, 0.02], [-0.01, 0.00, -0.08], [-0.02, 0.05, -0.05], [-0.18, -0.07, 0.09], [-0.09, 0.21, 0.20]]
}

Entry 2:
{
  "formula": "C24H33Br33N2O5S",
  "method": "ωB97M-V with the def2-TZVPD basis set",
  "homo_energy_ev": -8.2486,
  "lumo_ev": -0.642,
  "symbols": ["C", "C", "C", "C", "C", "C", "O", "C", "O", "C", "O", "C", "S", "C", "C", "N", "C", "C", "O", "N", "O", "H", "H", "H", "H", "H", "H", "H", "H", "H", "H", "H", "H", "H", "H", "H", "H", "H", "H", "H", "H", "H", "H", "C", "Br", "Br", "Br", "H", "C", "Br", "Br", "Br", "H", "C", "Br", "Br", "Br", "H", "C", "Br", "Br", "Br", "H", "C", "Br", "Br", "Br", "H", "C", "Br", "Br", "Br", "H", "C", "Br", "Br", "Br", "H", "C", "Br", "Br", "Br", "H", "C", "Br", "Br", "Br", "H", "C", "Br", "Br", "Br", "H", "C", "Br", "Br", "Br", "H"],
  "xyz": [[-1.584094, -1.851166, 1.192552], [-1.173016, -1.687924, -0.303564], [-2.524695, -1.479001, -1.108448], [-0.478586, -2.932197, -0.925553], [-0.985477, -4.297750, -0.344239], [1.075748, -2.886445, -0.859761], [1.598065, -1.565176, -0.904396], [2.917218, -1.473418, -0.453208], [3.582828, -0.493315, -1.236308], [4.081036, 0.460538, -0.384609], [4.936050, 1.158361, -0.651955], [3.317066, 0.354647, 0.951243], [4.185893, 1.304682, 2.267957], [1.832104, 0.893505, 1.023008], [1.584301, 2.219838, 0.261705], [1.673630, 2.382992, -0.977144], [3.134372, -1.190419, 1.087964], [4.356259, -2.098919, 1.409117], [5.150491, -1.652222, 2.513664], [4.829700, -2.383140, 3.656418], [4.396737, -1.672317, 4.469898], [-2.509815, -2.445490, 1.285397], [-1.829773, -0.837563, 1.568058], [-0.778902, -2.251540, 1.833204], [-0.617287, -0.746148, -0.415944], [-3.369591, -1.207982, -0.457547], [-2.756963, -2.445235, -1.589681], [-2.378146, -0.717846, -1.890687], [-0.748305, -2.946658, -2.002762], [-0.248683, -4.626511, 0.412213], [-0.921938, -5.050411, -1.152613], [-1.991455, -4.242278, 0.086900], [1.495203, -3.467395, -0.009734], [1.445896, -3.413388, -1.794925], [3.379143, -2.425444, -0.800912], [3.840555, 0.624636, 3.395042], [1.634072, 1.088763, 2.090048], [1.071742, 0.145000, 0.725379], [1.248246, 3.123560, 0.858757], [1.951450, 1.485997, -1.395157], [2.215896, -1.566428, 1.560748], [3.939116, -3.088246, 1.701121], [5.008757, -2.305407, 0.545223], [-1.449728, -4.554480, -4.983324], [-3.005026, -4.720765, -3.847827], [-0.055310, -3.502020, -4.159101], [-0.812773, -6.277709, -5.575898], [-1.760683, -4.009341, -5.864748], [0.195451, 5.080720, 3.732949], [-1.434242, 4.876646, 4.752374], [0.612361, 3.491447, 2.708206], [0.148698, 6.648909, 2.614066], [0.998781, 5.220039, 4.444839], [-4.217350, -8.884757, -4.848511], [-4.209208, -10.540407, -5.840731], [-5.991025, -8.135289, -4.716285], [-3.396807, -9.086468, -3.113279], [-3.614050, -8.177801, -5.403675], [-5.109313, -0.068714, -3.476288], [-6.703283, -0.233587, -2.400549], [-3.695118, 0.827509, -2.522407], [-4.498436, -1.782238, -4.140366], [-5.367089, 0.539315, -4.333712], [4.108923, -0.990412, 7.876554], [2.835552, 0.093172, 6.912813], [4.993412, 0.013554, 9.267585], [3.300092, -2.604164, 8.559577], [4.869005, -1.291111, 7.167683], [2.222103, -7.494220, -2.182250], [0.506346, -8.369663, -2.111097], [3.030035, -7.625648, -3.930259], [2.082147, -5.660658, -1.591230], [2.877041, -8.008766, -1.491814], [-4.101652, 5.232960, -3.006081], [-3.022463, 4.592396, -1.536146], [-3.838435, 4.174427, -4.602200], [-5.968259, 5.360929, -2.525777], [-3.763562, 6.234934, -3.233674], [1.312919, 5.480891, -0.262654], [2.520871, 6.498752, 0.847962], [-0.330680, 5.070942, 0.661316], [0.982168, 6.354397, -1.953494], [1.798472, 4.537182, -0.480244], [-0.269281, 4.168871, -7.516251], [-1.330356, 5.573217, -8.309523], [0.725322, 4.797979, -5.985956], [-1.341361, 2.623774, -7.080793], [0.452029, 3.856418, -8.259144], [-3.191769, 2.533310, 7.438217], [-4.431345, 3.519444, 6.333957], [-2.360610, 3.664120, 8.763175], [-4.021161, 0.983352, 8.235335], [-2.404607, 2.174204, 6.788062], [-0.058960, 10.813430, 3.846551], [-0.623212, 9.287299, 4.883919], [1.265713, 11.863274, 4.778812], [0.544979, 10.298663, 2.084335], [-0.927085, 11.444312, 3.711940]],
  "forces_ev_per_a": [[0.34, 0.70, -0.23], [-1.89, -0.32, 0.25], [1.41, -0.83, 0.28], [0.19, 0.35, 0.21], [1.11, 0.33, -0.48], [-0.04, -0.76, -1.12], [-0.40, 0.67, 0.63], [-0.15, -1.90, -1.46], [-0.18, 0.03, 1.00], [-4.05, -2.59, 1.59], [3.85, 3.38, -1.34], [-1.34, -0.76, 2.00], [0.77, 0.09, -0.08], [-0.40, 0.86, -0.38], [-0.27, 0.11, 1.24], [0.32, -0.59, -0.73], [0.90, -0.29, -2.17], [-0.24, -0.82, 0.59], [0.09, 0.54, -0.96], [-0.65, -0.36, 0.08], [0.29, 0.04, 0.77], [0.58, 0.04, 0.07], [0.07, -0.50, -0.03], [-0.34, -0.01, -0.19], [0.26, -0.60, -0.02], [0.33, 0.13, -0.26], [-0.23, 0.41, 0.11], [0.24, -1.32, 0.79], [0.21, 0.34, 1.10], [-0.65, 0.02, 0.01], [-0.35, 0.22, 0.44], [0.29, -0.08, -0.26], [-0.36, 0.50, -0.05], [-0.26, 0.69, 0.96], [0.10, 0.29, 0.67], [-0.15, -0.04, -0.72], [0.19, -0.25, -0.40], [0.53, 0.34, -0.31], [0.95, -1.69, -1.44], [-0.08, 0.28, -0.43], [0.41, 0.62, 0.36], [0.17, 0.36, -0.31], [-0.11, 0.58, 0.33], [-0.01, 0.05, -0.08], [0.32, -0.30, -0.06], [-0.01, -0.34, -0.76], [-0.02, 0.13, 0.14], [-0.01, -0.05, 0.04], [-0.10, 0.06, 0.04], [0.06, -0.02, -0.10], [0.27, -0.74, 3.82], [-0.07, 2.69, 4.52], [-0.01, -0.01, -0.13], [0.02, 0.03, -0.03], [-0.02, 0.15, 0.12], [0.17, -0.08, 0.01], [-0.08, 0.02, -0.11], [-0.02, -0.02, 0.05], [0.06, 0.05, -0.02], [0.19, -0.03, -0.09], [-1.24, 1.56, -0.86], [-0.24, 0.30, 0.10], [0.04, -0.01, 0.06], [0.03, -0.02, -0.01], [0.04, -0.03, 0.12], [-0.12, -0.09, -0.12], [0.06, 0.17, -0.05], [-0.06, 0.01, 0.02], [0.06, -0.08, 0.03], [0.09, 0.08, -0.07], [-0.13, 0.06, 0.16], [0.22, -0.73, -0.23], [-0.04, 0.01, -0.04], [-0.03, -0.13, 0.05], [-0.12, 0.10, -0.28], [0.00, 0.15, 0.14], [0.15, -0.06, -0.05], [-0.01, -0.05, 0.01], [0.00, 0.15, -0.04], [1.06, -0.06, -0.93], [-1.82, -1.28, -5.71], [0.00, -0.07, 0.22], [-0.08, 0.09, -0.12], [0.02, 0.07, 0.06], [0.07, -0.13, 0.10], [-0.15, -0.07, -0.11], [0.07, 0.09, -0.03], [-0.05, 0.01, 0.03], [0.03, -0.01, 0.01], [0.07, -0.08, 0.13], [-0.10, -0.10, -0.12], [0.06, 0.17, -0.06], [-0.04, 0.04, 0.02], [-0.02, -0.05, 0.06], [0.02, 0.32, 0.04], [-0.09, -0.12, -0.10], [-0.01, 0.02, 0.14], [0.05, -0.03, -0.01]]
}

Entry 3:
{
  "formula": "C24H28N3O2",
  "method": "ωB97M-V with the def2-TZVPD basis set",
  "de_lowest_ev": 0.731,
  "homo_energy_ev": -10.3298,
  "charge": 1,
  "lumo_ev": -4.347,
  "symbols": ["C", "N", "C", "C", "C", "N", "C", "C", "C", "N", "C", "H", "H", "H", "H", "H", "H", "H", "H", "H", "H", "H", "H", "H", "H", "H", "C", "O", "C", "C", "C", "C", "C", "O", "C", "C", "C", "C", "C", "C", "C", "C", "C", "C", "H", "H", "H", "H", "H", "H", "H", "H", "H", "H", "H", "H", "H"],
  "xyz": [[-1.687368, 1.148905, 3.044256], [-1.165364, -0.183436, 2.829103], [-2.110332, -1.249710, 3.050191], [-1.637793, -2.494466, 2.353386], [-0.235654, -2.843898, 2.767746], [0.633962, -1.682769, 2.761848], [2.044478, -2.020848, 2.816613], [2.882732, -0.801473, 3.110810], [2.387005, 0.424801, 2.384506], [0.979052, 0.651495, 2.566128], [0.191728, -0.389664, 2.712533], [-0.945703, 1.875622, 2.720975], [-2.611572, 1.280771, 2.465063], [-1.923776, 1.322217, 4.104912], [-2.230204, -1.433377, 4.129221], [-3.078832, -0.922179, 2.658973], [-2.305570, -3.322042, 2.601262], [-1.675385, -2.355011, 1.269548], [-0.229182, -3.295965, 3.774709], [0.181345, -3.593626, 2.082342], [2.199855, -2.776166, 3.598394], [2.336575, -2.473296, 1.855169], [2.873626, -0.608558, 4.187425], [3.918620, -1.005108, 2.827034], [2.891085, 1.320338, 2.765200], [2.649713, 0.338039, 1.314118], [-2.441942, 7.072334, -5.012097], [-2.960152, 6.108114, -4.073060], [-2.254139, 5.961826, -2.921879], [-2.704434, 4.966849, -2.022579], [-1.926765, 4.633001, -0.935212], [-0.683792, 5.279364, -0.694325], [0.193988, 4.847437, 0.355373], [1.236384, 5.697625, 0.564513], [2.087679, 5.484230, 1.626265], [1.885528, 4.392975, 2.492575], [2.634558, 4.384015, 3.699398], [3.451334, 5.459693, 4.013195], [3.651777, 6.510033, 3.100177], [2.999016, 6.504355, 1.875007], [0.937120, 3.423111, 2.121671], [0.081328, 3.656326, 1.060406], [-0.315737, 6.356098, -1.531048], [-1.066434, 6.685164, -2.641785], [-3.150746, 7.045607, -5.835287], [-2.410119, 8.073570, -4.561214], [-1.437798, 6.784791, -5.354102], [-3.634726, 4.452287, -2.250369], [-2.271406, 3.870748, -0.236466], [2.503314, 3.527646, 4.367752], [3.939974, 5.493970, 4.986611], [4.314131, 7.338107, 3.353480], [3.136335, 7.291716, 1.139099], [0.835580, 2.543593, 2.744865], [-0.697708, 2.953243, 0.772186], [0.574679, 6.941232, -1.325377], [-0.710129, 7.465147, -3.316691]],
  "forces_ev_per_a": [[0.09, 0.04, -0.04], [0.08, 0.38, -0.26], [0.13, 0.01, 0.34], [-0.41, -0.42, -0.30], [0.10, -0.21, 0.39], [-0.28, -0.10, -0.08], [0.07, 0.15, -0.42], [0.69, -0.02, 0.48], [-0.03, -0.04, -0.34], [-1.15, -0.94, 0.26], [0.66, 0.56, -0.01], [-0.30, -0.15, 0.13], [0.18, -0.02, 0.10], [0.06, 0.01, -0.15], [-0.09, -0.05, -0.06], [0.09, -0.10, 0.06], [0.05, -0.01, -0.09], [-0.03, 0.08, 0.04], [-0.02, 0.08, -0.18], [-0.02, 0.12, 0.10], [-0.10, 0.07, -0.15], [-0.02, 0.04, 0.18], [-0.04, 0.01, -0.02], [-0.03, -0.02, 0.13], [0.26, -0.12, -0.12], [-0.13, 0.07, 0.16], [-0.20, -0.14, 0.13], [0.76, 0.34, 0.91], [0.31, -0.17, -0.49], [0.24, 0.27, -0.21], [0.32, 0.11, 0.05], [-0.53, 0.40, -0.48], [0.91, 0.87, -0.46], [-0.62, -1.38, 0.52], [-0.64, 0.37, 0.04], [0.89, 0.90, -0.20], [-0.05, 0.12, -0.15], [-0.16, -0.51, 0.23], [-0.15, -0.15, -0.43], [0.25, 0.07, 0.32], [-0.72, 0.68, 0.03], [0.40, -0.19, 0.51], [-0.20, -0.17, 0.02], [-0.45, -0.21, -0.18], [0.14, 0.11, -0.02], [-0.09, -0.24, -0.17], [-0.30, 0.02, 0.06], [0.17, 0.11, 0.13], [0.03, 0.14, -0.31], [0.10, 0.40, -0.12], [-0.04, -0.06, -0.31], [-0.17, -0.27, -0.07], [-0.09, -0.07, 0.20], [-0.04, -0.39, -0.19], [0.33, 0.14, 0.19], [-0.04, -0.26, -0.04], [-0.19, -0.27, 0.35]]
}